--- A ---
Formula: C4H8ClNO
Source: OMol25
Level of theory: ωB97M-V/def2-TZVPD

Output
HOMO energy (eV): -9.714
Structure (SMILES): C/C(O)=N\Cl.C=C
Charge: 0

Geometry (Å):
C 1.670 -1.344 -0.300
H 3.581 -0.249 -0.570
H 1.382 -1.312 -1.338
H 0.663 0.486 0.372
H 1.174 -1.822 0.544
O -0.172 1.130 0.306
N -1.164 -0.837 0.179
C -1.279 0.414 0.156
C 2.701 -0.726 0.111
H 3.042 -0.693 1.102
H -3.120 0.706 -0.887
C -2.500 1.286 -0.177
H -3.157 1.295 0.832
H -2.103 2.226 -0.582
Cl -2.604 -1.830 -0.018

=====

--- B ---
Formula: C4H8ClNO
Source: OMol25
Level of theory: ωB97M-V/def2-TZVPD

Output
HOMO energy (eV): -9.652
Structure (SMILES): C[C@@H]1CN[C@@H](Cl)O1
Charge: 0

Geometry (Å):
H -0.197 -1.342 -1.308
O 1.316 0.645 0.659
H 1.660 -0.922 -1.231
C 0.372 -0.469 0.444
H -1.304 0.258 -0.835
H 0.401 -1.089 1.309
H -1.752 -0.082 0.892
H 1.034 2.705 0.882
C -0.916 0.292 0.182
C 0.643 1.739 1.155
C 0.741 -1.315 -0.738
N -0.629 1.700 0.555
H -1.327 2.065 1.217
Cl 0.823 1.552 2.872
H 1.065 -2.358 -0.453

=====

--- C ---
Formula: C4H8ClNO
Source: OMol25
Level of theory: ωB97M-V/def2-TZVPD

Output
HOMO energy (eV): -8.756
Charge: 0

Geometry (Å):
H -0.437 0.437 -0.878
H -2.059 -1.313 -1.515
C -2.541 -0.434 -1.020
C -0.782 -0.212 0.867
C 3.129 0.290 0.140
H -1.759 1.376 -0.170
Cl -0.937 -1.889 0.922
H 3.880 1.071 -0.006
O 2.919 -0.546 -0.722
H 1.657 -0.353 1.401
N 2.381 0.416 1.320
H -3.122 -0.688 -0.085
H -3.073 0.194 -1.691
C -1.389 0.411 -0.390
H 2.135 1.242 1.829

=====

--- D ---
Formula: C4H8ClNO
Source: OMol25
Level of theory: ωB97M-V/def2-TZVPD

Output
HOMO energy (eV): -9.834
Structure (SMILES): CC[C@@H](Cl)C(N)=O
Charge: 0

Geometry (Å):
C 0.556 -1.533 -1.638
H -0.497 0.755 -1.032
H -0.763 2.193 2.836
H -1.926 1.230 1.773
C -0.035 1.393 1.108
Cl -1.991 -0.498 0.154
H -0.504 -1.515 -1.822
O 1.119 1.768 1.231
C 0.782 -0.655 -0.353
H 1.098 -2.671 -1.595
N -1.092 1.730 1.913
C -0.400 0.265 -0.139
H 0.928 -1.145 -2.555
H 0.971 -1.357 0.547
H 1.753 0.042 -0.428

=====

Preferred: D; penalty for the next structure: 0.0114 hartree.

=====

--- A ---
Formula: C5H4O3
Source: OMol25
Level of theory: ωB97M-V/def2-TZVPD

Output
HOMO energy (eV): -10.225
Charge: 0

Geometry (Å):
C -0.678 1.059 -2.098
H 2.090 0.051 0.132
O -0.767 0.964 1.188
C -0.182 0.105 0.283
C -0.314 -1.460 0.384
O -1.207 -2.271 0.359
O 0.968 -1.643 0.732
C -0.317 0.601 -1.046
H 1.394 0.116 1.763
H -1.266 1.561 0.624
C 1.265 -0.222 0.759
H -0.987 1.138 -3.080

=====

--- B ---
Formula: C5H4O3
Source: OMol25
Level of theory: ωB97M-V/def2-TZVPD

Output
HOMO energy (eV): -9.904
Structure (SMILES): O=C1OC=C[C@H]2O[C@H]12
Charge: 0

Geometry (Å):
C 1.020 -1.486 -0.283
H 2.702 -0.531 0.482
C -0.225 1.151 0.192
H -0.503 -0.547 -1.650
O -0.683 2.219 0.039
H -0.670 -0.589 1.415
O -1.774 -1.079 -0.195
C 1.677 -0.416 0.216
C -0.840 -0.213 0.428
H 1.525 -2.409 -0.560
O 1.151 0.872 0.294
C -0.401 -1.039 -0.685

=====

--- C ---
Formula: C5H4O3
Source: OMol25
Level of theory: ωB97M-V/def2-TZVPD

Output
HOMO energy (eV): -10.150
Structure (SMILES): CC1=COC(=O)C1=O
Charge: 0

Geometry (Å):
O 0.320 1.946 -0.341
O -2.394 0.511 0.408
O -1.058 -1.363 -0.247
C -1.298 0.017 -0.134
C 1.038 -0.380 0.231
H 2.893 0.665 0.858
H 0.755 -2.289 -0.272
H 3.060 -1.044 0.266
C 0.246 -1.390 -0.110
H 2.488 0.518 -0.801
C 0.141 0.726 0.038
C 2.516 -0.072 0.208

=====

Preferred: A; penalty for the next structure: 0.0038 hartree.

=====

--- A ---
Formula: C4H8N2S2
Source: OMol25
Level of theory: ωB97M-V/def2-TZVPD

Output
HOMO energy (eV): -8.332
Structure (SMILES): CN/N=C(/C=S)SC
Charge: 0

Geometry (Å):
H 1.261 1.928 2.837
S -0.330 1.507 1.139
H 1.309 1.620 -0.652
C -0.377 0.043 0.106
H 1.968 0.836 1.628
N 0.469 -0.167 -0.851
S -1.677 -2.346 -0.406
C 1.065 1.060 2.220
C -1.429 -0.937 0.363
N 1.433 0.688 -1.095
H 3.126 1.012 -2.268
H -2.069 -0.626 1.182
H 1.601 0.987 -3.198
H 0.785 0.241 2.834
H 2.307 -0.515 -2.550
C 2.161 0.549 -2.340

=====

--- B ---
Formula: C4H8N2S2
Source: OMol25
Level of theory: ωB97M-V/def2-TZVPD

Output
HOMO energy (eV): -8.313
Structure (SMILES): N[C@@H]1C[C@]1(N)C(=S)S
Charge: 0

Geometry (Å):
H -2.530 -1.381 1.537
H -1.390 -0.573 2.378
S 0.997 -1.699 -0.567
H -2.404 1.107 0.652
H -1.661 -1.282 -1.213
H -0.241 2.165 -1.719
H 1.203 1.952 0.531
H -1.343 2.466 -0.442
C -0.619 0.550 -0.399
N -1.639 -0.859 1.461
H -2.462 0.315 -1.606
S 1.917 0.801 0.611
C -1.785 0.168 0.473
C -1.775 -0.232 -0.941
N -0.495 1.954 -0.700
C 0.702 -0.163 -0.158

=====

Preferred: B; penalty for the next structure: 0.0177 hartree.

=====

--- A ---
Formula: C6H25NO5
Source: OMol25
Level of theory: ωB97M-V/def2-TZVPD

Output
HOMO energy (eV): -8.431
Structure (SMILES): CCC[C@H](C)NC.O.O.O.O.O
Charge: 0

Geometry (Å):
H 1.330 -3.098 -1.163
H -2.176 -0.392 -2.057
H 2.942 -1.357 1.976
H 0.423 -1.740 -1.161
C 1.969 -0.786 1.937
H 1.118 3.310 -2.105
H -1.205 -1.804 -2.180
H -0.571 0.291 1.723
H -1.360 -1.213 0.574
H -1.756 2.691 2.165
N -1.232 -0.893 -0.334
H -0.240 -2.922 2.438
O 2.184 0.306 -2.287
C -1.585 1.686 -0.839
H 1.790 -0.326 -2.908
H -0.929 2.699 -0.625
H 0.203 1.715 1.125
H -2.166 1.835 -1.679
C 0.044 0.665 0.962
O -0.876 -2.206 2.132
H 3.096 0.101 -2.175
C 1.433 -0.101 0.690
O 1.313 3.112 -1.217
C -0.660 0.477 -0.540
H -2.420 1.657 -0.021
H 1.546 2.151 -1.243
H -1.966 1.219 1.970
O 1.102 -2.352 -1.692
H 1.312 -0.873 -0.009
O -2.261 1.958 2.538
H -2.851 -2.027 -1.320
H 0.024 0.453 -1.501
H 2.196 -0.044 2.753
H 2.217 0.622 0.337
H -1.356 -1.919 2.896
C -1.958 -1.349 -1.507
H 1.327 -1.546 2.349

=====

--- B ---
Formula: C6H25NO5
Source: OMol25
Level of theory: ωB97M-V/def2-TZVPD

Output
HOMO energy (eV): -10.153
Structure (SMILES): CCCCCCN.O.O.O.O.O
Charge: 0

Geometry (Å):
H 0.212 -0.427 -3.179
H -0.766 -2.298 -1.488
O 0.562 -0.357 -4.082
C -1.054 -1.430 -0.890
C -0.485 -0.711 2.458
H 0.162 0.257 -0.679
H 1.438 1.404 -4.045
H 0.308 -0.110 2.040
O 1.130 2.335 -4.017
N 0.275 -0.732 -0.869
H 3.091 -3.131 -2.605
H 1.622 3.100 -2.358
C -1.693 0.206 2.711
H -1.491 -2.567 2.406
H 0.820 -1.090 -0.089
H -1.789 -0.822 -1.412
C -1.588 0.858 4.107
H 2.782 2.757 1.308
H -1.842 -3.052 0.289
O 1.592 3.597 -1.509
H -2.571 -1.350 0.621
H 0.402 2.340 -4.648
H -0.912 1.714 4.006
H -2.672 -0.271 2.643
H 2.138 -1.839 -2.731
C -1.709 -1.971 0.407
O 2.718 -2.464 -3.182
H 1.203 -1.089 -4.013
H -1.046 0.187 4.787
H -0.104 -1.108 3.395
H 1.592 3.544 0.691
C -0.891 -2.002 1.733
O 2.013 3.312 1.528
H -1.630 1.018 1.992
H 0.014 -2.600 1.572
H 0.640 3.545 -1.433
H -2.471 1.246 4.533

=====

Preferred: B; penalty for the next structure: 0.0819 hartree.

=====

--- A ---
Formula: C10H15NO
Source: OMol25
Level of theory: ωB97M-V/def2-TZVPD

Output
HOMO energy (eV): -9.084
Structure (SMILES): Cc1ccccc1.CCC(N)=O
Charge: 0

Geometry (Å):
O -3.803 2.369 -0.737
H -2.152 4.335 -0.724
H 3.787 0.267 0.694
N -2.499 1.662 -2.407
C 1.315 -3.607 0.382
H 3.358 -3.110 -0.292
H -0.775 -3.631 1.132
H 4.558 -1.234 1.270
C 2.425 -2.830 0.200
H -0.745 3.664 1.131
H -0.805 3.599 -1.727
H 1.480 -0.151 2.042
H 4.313 -0.977 -0.396
C 2.522 -1.516 0.728
H -1.180 2.040 0.672
H -1.595 1.481 -2.821
C 1.435 -1.034 1.409
H -0.523 -1.297 2.102
H -3.101 0.891 -2.665
H 1.394 -4.684 0.213
H 0.226 2.882 0.026
C -0.833 3.004 0.255
C 0.288 -1.826 1.603
C 3.826 -0.821 0.571
C 0.178 -3.104 1.077
C -1.625 3.425 -1.036
C -2.776 2.498 -1.361

=====

--- B ---
Formula: C10H15NO
Source: OMol25
Level of theory: ωB97M-V/def2-TZVPD

Output
HOMO energy (eV): -8.586
Structure (SMILES): C=CN1C(=O)[C@@]1(C=C)CCCC
Charge: 0

Geometry (Å):
C 3.886 1.314 -0.406
H -3.444 -3.079 1.682
C -0.859 0.099 0.286
H -1.768 -2.873 1.030
H 0.686 -0.127 1.654
C -1.513 -0.408 -1.371
H 4.106 1.176 -1.516
C -2.308 0.346 -2.053
H -2.660 -0.060 -3.031
C -2.851 -1.075 1.538
H 2.749 0.093 1.014
H 3.162 -0.592 -0.598
H 0.743 -1.227 0.236
N -1.940 -0.132 1.293
H 4.901 1.164 0.099
H 1.191 0.308 -1.505
H 3.437 2.345 -0.284
C 2.846 0.273 -0.025
H -3.690 -0.582 1.907
C -2.654 -2.385 1.472
C 0.563 -0.285 0.632
H -1.081 -1.269 -1.851
H -2.386 1.319 -1.752
C 1.409 0.594 -0.381
H 1.012 1.645 -0.349
C -1.665 1.169 0.938
O -1.873 2.250 1.340

=====

Preferred: A; penalty for the next structure: 0.1845 hartree.